Entry 1:
Molecular formula: C2H8AgClN4O2
Method: DFT, the ωB97M-V functional and the def2-TZVPD basis

Geometry as XYZ:
```
18
Properties=species:S:1:pos:R:3
Ag -5.217 -2.275 -2.310
Cl -2.172 -0.020 -0.173
C -0.154 -0.910 5.300
O 0.418 -1.295 6.284
N 0.504 -0.483 4.269
N -1.441 -0.930 5.004
H 1.504 -0.369 4.355
H -0.054 -0.318 3.443
H -1.721 -0.740 4.053
H -1.901 -1.358 5.795
C 1.681 1.185 -4.823
O 2.582 1.548 -5.533
N 1.360 -0.047 -4.476
N 0.863 2.072 -4.367
H 2.043 -0.775 -4.634
H 0.579 -0.170 -3.848
H 0.011 1.840 -3.878
H 1.115 3.046 -4.461
```

Summary:
Lowest unoccupied orbital energy (alpha / beta) ... -0.2965 / -0.2983 Ha
Spin multiplicity ... 2
Energy relative to the best compared isomer or geometry (same formula, charge and spin) ... 93.7 kcal per mole
Charge ... +1

***

Entry 2:
Molecular formula: C2H8BN
Method: DFT, the ωB97M-V functional and the def2-TZVPD basis

Geometry as XYZ:
```
12
Properties=species:S:1:pos:R:3
B 1.591 0.129 -0.218
N 0.228 0.085 0.127
C -0.619 -1.331 0.244
C -0.662 1.234 -0.030
H 2.356 -0.737 -0.017
H 2.142 1.162 -0.323
H 0.034 -2.206 0.415
H -1.347 -1.192 0.981
H -1.110 -1.473 -0.771
H -1.613 0.966 0.525
H -0.109 2.127 0.094
H -0.892 1.236 -1.026
```

Summary:
Lowest unoccupied orbital energy ... 0.0304 Ha
Spin multiplicity ... 1
SMILES string ... BN(C)C
Energy relative to the best compared isomer or geometry (same formula, charge and spin) ... 44.2 kcal per mole

***

Entry 3:
Molecular formula: C2H8BNO
Method: DFT, the ωB97M-V functional and the def2-TZVPD basis

Geometry as XYZ:
```
13
Properties=species:S:1:pos:R:3
C 1.666 -0.283 0.505
C 0.744 0.542 -0.369
B -0.768 -0.042 -0.440
N -1.825 0.533 0.382
O -1.051 -1.168 -1.129
H 1.235 -0.611 1.515
H 1.855 -1.217 -0.123
H 2.492 0.342 0.838
H 0.831 1.710 -0.256
H 1.068 0.318 -1.386
H -1.664 1.388 0.998
H -2.812 0.150 0.370
H -1.771 -1.662 -0.906
```

Summary:
Lowest unoccupied orbital energy ... 0.0192 Ha
Spin multiplicity ... 1
SMILES string ... CCB(N)O
Energy relative to the best compared isomer or geometry (same formula, charge and spin) ... 0.6 kcal per mole

***

Entry 4:
Molecular formula: C2H8BrN4O2
Method: DFT, the ωB97M-V functional and the def2-TZVPD basis

Geometry as XYZ:
```
17
Properties=species:S:1:pos:R:3
Br 16.931 -5.915 14.183
C 14.013 -9.066 13.058
O 14.885 -8.952 12.209
N 13.976 -8.297 14.187
N 12.957 -9.925 12.949
H 14.733 -7.647 14.370
H 13.255 -8.371 14.877
H 12.173 -9.678 13.525
H 12.779 -10.415 12.095
C 17.038 -4.858 18.210
O 17.332 -4.661 19.406
N 16.330 -5.910 17.794
N 17.542 -4.056 17.234
H 16.133 -6.701 18.371
H 16.010 -5.930 16.833
H 18.348 -3.518 17.485
H 17.456 -4.408 16.289
```

Summary:
Lowest unoccupied orbital energy ... 0.1125 Ha
Spin multiplicity ... 1
Energy relative to the best compared isomer or geometry (same formula, charge and spin) ... 18.4 kcal per mole
Charge ... -1

***

Entry 5:
Molecular formula: C2H8Cl2Si2
Method: DFT, the ωB97M-V functional and the def2-TZVPD basis

Geometry as XYZ:
```
14
Properties=species:S:1:pos:R:3
C 0.720 -0.926 -0.270
C 1.182 -0.061 0.920
Si 1.051 1.809 0.391
Si -3.320 -0.985 -1.606
Cl -2.736 -0.725 0.488
Cl 0.326 2.095 -1.547
H 0.543 -1.878 0.071
H -0.373 -0.632 -0.719
H 1.284 -0.971 -1.156
H 2.259 -0.407 1.098
H 0.852 -0.240 1.935
H 0.151 2.566 1.451
H 2.360 2.412 0.247
H -4.299 -2.056 -1.303
```

Summary:
Lowest unoccupied orbital energy ... -0.0453 Ha
Spin multiplicity ... 1
Energy relative to the best compared isomer or geometry (same formula, charge and spin) ... 82.9 kcal per mole

***

Entry 6:
Molecular formula: C2H8ClO2
Method: DFT, the ωB97M-V functional and the def2-TZVPD basis

Geometry as XYZ:
```
13
Properties=species:S:1:pos:R:3
Cl 0.346 -0.197 0.578
C -0.898 2.246 1.647
O -0.690 2.061 0.232
H 0.057 2.530 2.090
H -1.632 3.048 1.722
H -1.391 1.340 1.999
H -0.152 1.269 0.156
C 0.976 -2.226 -1.638
O -0.259 -1.959 -0.946
H 1.775 -2.565 -0.979
H 0.889 -3.010 -2.390
H 1.184 -1.294 -2.164
H -0.205 -1.244 -0.307
```

Summary:
Lowest unoccupied orbital energy ... 0.1547 Ha
Spin multiplicity ... 1
Energy relative to the best compared isomer or geometry (same formula, charge and spin) ... 46.8 kcal per mole
Charge ... -1

***

Entry 7:
Molecular formula: C2H8CsF6O2P
Method: DFT, the ωB97M-V functional and the def2-TZVPD basis

Geometry as XYZ:
```
20
Properties=species:S:1:pos:R:3
Cs 1.200 1.361 0.967
P 3.400 -1.690 -0.133
F 5.013 -1.730 -0.081
F 3.262 -3.310 -0.069
F 3.328 -1.652 1.464
F 1.755 -1.575 -0.262
F 3.457 -0.052 -0.126
F 3.472 -1.747 -1.734
C -2.286 0.786 -0.653
C -3.123 1.782 -1.466
O -3.024 3.107 -0.962
H -1.264 1.106 -0.455
H -2.287 -0.162 -1.191
H -2.768 0.596 0.310
H -4.158 1.431 -1.526
H -2.781 1.769 -2.505
H -2.686 3.053 -0.067
O 0.094 -0.916 2.560
H -0.194 -0.418 3.334
H -0.412 -1.738 2.594
```

Summary:
Lowest unoccupied orbital energy ... -0.0379 Ha
Spin multiplicity ... 1

***

Entry 8:
Molecular formula: C2H8N
Method: DFT, the ωB97M-V functional and the def2-TZVPD basis

Geometry as XYZ:
```
11
Properties=species:S:1:pos:R:3
C 1.262 -0.077 -0.008
N -0.105 0.229 0.535
C -1.206 -0.067 -0.420
H 1.811 -0.739 0.661
H 1.160 -0.567 -0.942
H 1.863 0.814 -0.112
H -0.065 1.199 0.844
H -0.312 -0.315 1.366
H -1.152 0.541 -1.304
H -2.162 0.093 0.065
H -1.095 -1.109 -0.685
```

Summary:
Lowest unoccupied orbital energy ... -0.1381 Ha
Spin multiplicity ... 1
SMILES string ... C[NH2+]C
Energy relative to the best compared isomer or geometry (same formula, charge and spin) ... 7.8 kcal per mole
Charge ... +1

***

Entry 9:
Molecular formula: C2H8N2
Method: DFT, the ωB97M-V functional and the def2-TZVPD basis

Geometry as XYZ:
```
12
Properties=species:S:1:pos:R:3
C -1.233 0.673 -0.398
C -0.554 -0.430 0.409
N 0.672 -0.863 -0.229
N 1.781 0.050 0.265
H -2.183 0.937 0.063
H -1.414 0.332 -1.416
H -0.618 1.571 -0.439
H -0.262 -0.037 1.415
H -1.216 -1.293 0.502
H 0.940 -1.772 0.148
H 1.487 0.987 -0.011
H 2.601 -0.155 -0.308
```

Summary:
Lowest unoccupied orbital energy ... 0.0474 Ha
Spin multiplicity ... 1
SMILES string ... CCNN
Energy relative to the best compared isomer or geometry (same formula, charge and spin) ... 24.5 kcal per mole

***

Entry 10:
Molecular formula: C2H8N2
Method: DFT, the ωB97M-V functional and the def2-TZVPD basis

Geometry as XYZ:
```
12
Properties=species:S:1:pos:R:3
C 1.159 -0.169 0.806
N 0.575 0.782 -0.139
C -0.740 0.469 -0.730
N -1.306 -0.792 -0.439
H 0.562 -0.271 1.645
H 1.397 -1.039 0.076
H 2.111 0.332 1.191
H 0.636 1.700 0.162
H -0.633 0.283 -1.838
H -1.502 1.294 -0.478
H -0.706 -1.558 -0.845
H -1.553 -1.031 0.590
```

Summary:
Lowest unoccupied orbital energy ... 0.0378 Ha
Spin multiplicity ... 1
SMILES string ... CNCN
Energy relative to the best compared isomer or geometry (same formula, charge and spin) ... 29.5 kcal per mole

***

Please write out number 10 again, unchanged.
Molecular formula: C2H8N2
Method: DFT, the ωB97M-V functional and the def2-TZVPD basis

Geometry as XYZ:
```
12
Properties=species:S:1:pos:R:3
C 1.159 -0.169 0.806
N 0.575 0.782 -0.139
C -0.740 0.469 -0.730
N -1.306 -0.792 -0.439
H 0.562 -0.271 1.645
H 1.397 -1.039 0.076
H 2.111 0.332 1.191
H 0.636 1.700 0.162
H -0.633 0.283 -1.838
H -1.502 1.294 -0.478
H -0.706 -1.558 -0.845
H -1.553 -1.031 0.590
```

Summary:
Lowest unoccupied orbital energy ... 0.0378 Ha
Spin multiplicity ... 1
SMILES string ... CNCN
Energy relative to the best compared isomer or geometry (same formula, charge and spin) ... 29.5 kcal per mole

***

What is the spin multiplicity in the third record?
1